The following is a quantum chemistry calculation of 12 unconnected molecules or ions with the total composition C47H129N13O13 in a non-equilibrium geometry, from OMol25.

XYZ file:
```
202
Properties=species:S:1:pos:R:3
C 4.74173 3.35828 1.49524
O 3.42822 3.99693 1.35808
C 2.27420 3.11981 1.33076
C 0.98806 3.89591 1.61932
C 0.88986 4.80891 2.91461
N -0.10759 2.98004 1.87603
H 4.88097 2.64589 0.68209
H 4.71609 2.78192 2.42004
H 5.43196 4.19877 1.42282
H 2.21425 2.63078 0.35847
H 2.43133 2.30681 2.03958
H 0.83775 4.55262 0.76245
H -0.06138 5.33651 2.98456
H 1.65483 5.57225 2.77241
H 1.04415 4.18036 3.79167
H -0.93614 3.55641 1.91362
H -0.00886 2.49247 2.75503
C -4.71383 0.32517 2.24299
O -4.00027 0.59138 3.47020
C -2.77927 1.27483 3.27378
C -2.13066 1.41431 4.72684
C -2.84941 2.42680 5.54928
N -0.68115 1.57546 4.70106
H -5.14651 1.16041 1.69228
H -5.50564 -0.35585 2.55498
H -4.14817 -0.28001 1.53455
H -2.12459 0.72079 2.60107
H -2.93464 2.20944 2.73483
H -2.11081 0.44753 5.22987
H -3.87962 2.09803 5.68596
H -2.67851 3.40000 5.08909
H -2.46568 2.53519 6.56373
H -0.29794 1.72046 5.62423
H -0.35391 0.68385 4.35747
C -0.02609 -6.05040 1.23649
O -0.67798 -6.47230 2.45660
C 0.17597 -6.11211 3.49027
C -0.34126 -6.51510 4.87272
C -1.81320 -6.16155 5.00386
N 0.43885 -5.81640 5.91891
H 0.13353 -4.97619 1.32980
H -0.62716 -6.31393 0.36622
H 0.90614 -6.60205 1.11513
H 1.15133 -6.54070 3.25984
H 0.26800 -5.02853 3.56443
H -0.22858 -7.59132 5.00370
H -2.12528 -5.15806 4.71451
H -2.12591 -6.29289 6.03974
H -2.40477 -6.90498 4.46959
H 1.43653 -5.97124 5.94610
H 0.18714 -6.14693 6.83950
C -1.01333 -2.13033 3.91520
O 0.17474 -1.34846 4.20254
C 1.35532 -2.18030 4.21569
C 2.60394 -1.38970 4.58173
C 2.80343 -0.06470 3.80774
N 3.79829 -2.26424 4.49851
H -1.03734 -2.92360 4.66237
H -0.93201 -2.48830 2.88887
H -1.86782 -1.45735 3.98613
H 1.25038 -3.15120 4.69986
H 1.50852 -2.56326 3.20674
H 2.43338 -1.10468 5.61989
H 2.05929 0.61783 4.21823
H 2.62174 -0.22608 2.74518
H 3.77794 0.40460 3.94263
H 3.71346 -3.20031 4.86822
H 4.58493 -1.80331 4.93308
C -0.79873 2.65924 -4.65559
O 0.52282 2.84380 -5.21303
C 1.28542 3.85968 -4.60795
C 0.64453 5.29026 -4.90921
C 0.20963 5.52153 -6.34845
N 1.59109 6.29441 -4.53300
H -1.41736 1.93102 -5.18009
H -1.39892 3.56598 -4.73111
H -0.75249 2.23911 -3.65088
H 1.51917 3.75055 -3.54892
H 2.24385 3.73227 -5.11122
H -0.27195 5.41105 -4.33165
H -0.26326 6.49147 -6.50231
H -0.41160 4.76861 -6.83351
H 1.07343 5.69703 -6.98965
H 1.79769 6.10347 -3.56297
H 1.10159 7.17478 -4.45933
C 2.31621 -2.44179 -1.84852
O 3.16517 -1.62434 -1.06716
C 3.70009 -2.22133 0.10198
C 4.80686 -1.28345 0.65992
C 5.97178 -1.20012 -0.32569
N 5.39034 -1.79290 1.89964
H 1.75837 -3.18946 -1.28471
H 2.96414 -2.94283 -2.56771
H 1.64657 -1.84617 -2.46893
H 3.00959 -2.50622 0.89580
H 4.19391 -3.16992 -0.10878
H 4.52201 -0.24954 0.85481
H 6.56606 -2.11199 -0.38417
H 6.69612 -0.42066 -0.08931
H 5.77766 -1.02702 -1.38421
H 4.56649 -1.81125 2.48361
H 6.02425 -1.10996 2.28932
C 0.10740 8.34158 1.70349
O -1.00478 7.55067 1.82476
C -1.37315 6.78264 0.70193
C -2.73847 7.36226 0.05702
C -4.00770 7.30048 0.95994
N -3.06388 6.58767 -1.03105
H 0.10589 9.17063 0.99584
H 0.94828 7.65424 1.61088
H 0.35149 8.95234 2.57268
H -0.63815 6.95761 -0.08373
H -1.38253 5.70911 0.89047
H -2.63377 8.41230 -0.21605
H -3.81603 8.01426 1.76111
H -4.13351 6.38960 1.54523
H -4.93344 7.50684 0.42280
H -3.95058 7.00605 -1.27359
H -3.27311 5.62599 -0.80414
C -3.99683 -0.32329 -2.15675
O -4.32241 0.66739 -1.16317
C -5.17023 1.71220 -1.70450
C -4.43210 3.04609 -1.45278
C -4.35386 3.31430 0.05628
N -5.19889 4.12107 -1.94401
H -3.69859 0.12396 -3.10497
H -4.93486 -0.77962 -2.47294
H -3.30808 -1.10445 -1.83498
H -5.49298 1.53841 -2.73101
H -6.11355 1.69560 -1.15863
H -3.43764 3.06927 -1.89846
H -5.33307 3.36386 0.53248
H -3.88476 4.27921 0.24868
H -3.74775 2.52091 0.49362
H -6.09968 4.20712 -1.49536
H -5.41844 3.95613 -2.91597
C -1.60047 -4.13218 -1.26826
O -2.55256 -4.70248 -0.41634
C -2.91760 -3.77942 0.63308
C -3.90658 -4.53326 1.58451
C -4.46319 -3.69066 2.77434
N -3.31263 -5.85064 1.96881
H -1.28038 -4.82673 -2.04495
H -0.67236 -3.84322 -0.77510
H -1.97349 -3.24745 -1.78421
H -2.04180 -3.32415 1.09547
H -3.52182 -2.94403 0.27930
H -4.74408 -4.78391 0.93346
H -5.37475 -4.02282 3.27116
H -4.74181 -2.70558 2.40003
H -3.71004 -3.67250 3.56208
H -3.24627 -6.31153 1.07255
H -2.43409 -5.82986 2.46666
C 2.98630 0.39465 -5.16716
O 3.89220 1.11180 -4.33961
C 3.92622 0.80223 -2.98255
C 4.85928 1.78018 -2.21853
C 4.38738 3.25133 -2.14502
N 6.20363 1.66880 -2.70548
H 1.97975 0.81246 -5.18702
H 2.81210 -0.63630 -4.85909
H 3.45629 0.28922 -6.14496
H 2.94125 0.81585 -2.51593
H 4.22638 -0.22728 -2.78732
H 4.79680 1.50231 -1.16640
H 3.38857 3.31058 -1.71262
H 4.49951 3.83610 -3.05802
H 5.07706 3.73321 -1.45202
H 6.36866 0.67605 -2.79079
H 6.21823 1.94970 -3.67552
C -0.73916 -0.99646 -4.37309
O -0.60111 -2.39501 -4.52054
C 0.34036 -2.78068 -5.52833
C 0.44242 -4.33394 -5.50645
N 0.96745 -4.80199 -4.23507
C 0.85992 -6.22386 -4.05570
C 1.54847 -6.61890 -2.79535
O 1.57779 -8.07036 -2.56029
C 0.29428 -8.58447 -2.19079
H 0.21201 -0.50478 -4.16909
H -1.33055 -0.70525 -3.50501
H -1.12085 -0.50734 -5.26929
H 1.36943 -2.44804 -5.39240
H -0.15535 -2.46977 -6.44796
H 1.08511 -4.73645 -6.28942
H -0.54630 -4.74520 -5.70996
H 0.50846 -4.23051 -3.54020
H 1.27202 -6.78575 -4.89389
H -0.17165 -6.55972 -3.95011
H 1.08669 -6.07688 -1.97008
H 2.59267 -6.31787 -2.71096
H 0.44494 -9.62162 -1.89127
H -0.43497 -8.56764 -3.00072
H -0.21074 -8.14365 -1.33130
N 0.79363 0.28698 0.02080
C -0.45733 0.18435 -0.38142
N -1.06243 1.29760 -0.22354
O -0.94956 -0.81677 -0.86215
H 1.39805 -0.51044 -0.11666
H 1.06508 1.16863 0.43202
H -2.01456 1.28297 -0.56015
H -0.74164 1.91019 0.51264
```

The HOMO energy is -8.40 eV. For the gap between HOMO and LUMO, the calculation gives 8.9 eV. The SMILES is COC[C@H](C)N.COC[C@H](C)N.COC[C@H](C)N.COC[C@H](C)N.COC[C@H](C)N.COC[C@H](C)N.COC[C@H](C)N.COC[C@H](C)N.COC[C@H](C)N.COC[C@H](C)N.COCCNCCOC.NC(N)=O. The maximum force is 5.1 eV/Å. As for the lowest unoccupied orbital energy: 0.53 eV. The value obtained for the total energy is -3557.72189 hartree.